(1)
C27H49AsN2OS4Si3V | the ωB97M-V functional and the def2-TZVPD basis

LUMO (spin up / spin down), hartree: -0.132 / -0.109
Net charge: +1
Multiplicity: 3

Each line ends with the Löwdin charge.
CARTESIAN COORDINATES (ANGSTROEM)
V 0.35064 0.71816 0.63809  0.11
C 0.30130 -0.01098 5.19206  -0.03
C -0.11128 -0.92710 4.06714  -0.19
C 0.77769 -1.90550 3.60219  -0.20
C 2.03410 -2.15274 4.40316  -0.03
C 0.42509 -2.70199 2.50759  -0.20
C 1.35560 -3.77595 1.98356  -0.05
C -0.84158 -2.55905 1.92075  -0.18
C -1.26930 -3.51626 0.82824  -0.03
C -1.76057 -1.63454 2.44084  -0.22
C -3.14977 -1.54496 1.84992  -0.07
C -1.40725 -0.84684 3.54784  -0.23
C -2.43322 -0.00815 4.26993  -0.04
H 0.07904 -0.45514 6.16664  0.10
H -0.22374 0.94025 5.13092  0.08
H 1.37037 0.19577 5.16904  0.07
H 2.74169 -1.32732 4.34362  0.07
H 2.55097 -3.05971 4.10242  0.07
H 1.76759 -2.26793 5.45469  0.10
H 1.12844 -4.74060 2.44461  0.10
H 2.39976 -3.55488 2.19026  0.06
H 1.24582 -3.90767 0.90564  0.06
H -0.88665 -3.21708 -0.15042  0.05
H -2.35092 -3.57375 0.75528  0.08
H -0.90803 -4.52330 1.03264  0.09
H -3.76860 -2.38380 2.17958  0.10
H -3.11818 -1.55785 0.76074  0.06
H -3.64870 -0.62602 2.13741  0.05
H -2.44120 1.02829 3.92308  0.07
H -2.22972 -0.00020 5.33874  0.08
H -3.43278 -0.41287 4.13702  0.08
O -2.87599 6.60973 1.66032  -0.02
C -2.28656 5.58265 1.52074  -0.99
S -3.06683 3.98182 1.61103  0.99
C -1.61209 3.05841 1.30665  -1.07
C -0.46434 3.73691 1.11327  -1.11
S 1.00525 2.91389 0.74333  0.64
S -0.53401 5.48214 1.20845  1.00
S -1.65769 1.33207 1.23646  0.68
N 2.64699 -0.89665 1.00965  0.03
C 3.90815 -0.96974 1.46073  -0.05
C 4.10277 0.11197 2.29239  -0.02
C 2.88313 0.79259 2.30204  -0.12
N 2.00083 0.17088 1.51740  -0.13
H 2.16211 -1.57204 0.44093  0.12
H 4.56881 -1.76731 1.16557  0.14
H 4.99550 0.37275 2.83229  0.12
H 2.61817 1.69372 2.82728  0.11
C -0.27983 -1.58534 -4.69099  -0.19
Si -0.36763 -1.49088 -2.80946  0.37
C -2.11751 -2.01812 -2.31602  -0.21
C 0.98511 -2.66106 -2.16208  -0.21
As -0.02575 0.64130 -1.71810  0.81
Si -1.84820 1.95223 -2.63112  0.38
C -3.47208 1.48413 -1.79819  -0.20
C -1.37255 3.76050 -2.38266  -0.19
C -2.03327 1.56032 -4.47079  -0.20
Si 1.97898 1.45771 -2.79661  0.36
C 2.30553 3.29740 -2.59307  -0.21
C 3.35307 0.46339 -1.94617  -0.21
C 1.96135 1.03384 -4.63926  -0.20
H -0.60346 -2.58645 -4.98639  0.05
H 0.73055 -1.44104 -5.07153  0.02
H -0.93595 -0.86969 -5.18526  0.01
H -2.21179 -3.10151 -2.22903  0.04
H -2.82347 -1.68836 -3.08108  0.03
H -2.41710 -1.56932 -1.36789  0.00
H 0.69553 -3.70530 -2.29332  0.05
H 1.18672 -2.50891 -1.09849  -0.02
H 1.91456 -2.50514 -2.71294  0.03
H -3.43212 1.57716 -0.71654  -0.03
H -3.76011 0.45938 -2.03913  0.02
H -4.26568 2.14626 -2.15247  0.05
H -0.65464 3.88060 -1.57201  -0.01
H -2.25521 4.35674 -2.14199  0.05
H -0.92983 4.17517 -3.29011  0.04
H -2.62380 0.65563 -4.62293  0.03
H -1.07102 1.43644 -4.96777  0.00
H -2.55679 2.38185 -4.96349  0.05
H 2.29319 3.60764 -1.55175  -0.02
H 1.57661 3.90166 -3.13519  0.03
H 3.29479 3.52362 -2.99879  0.04
H 3.63120 0.91936 -0.99192  0.02
H 4.25257 0.43902 -2.56474  0.04
H 3.04851 -0.56955 -1.76846  0.00
H 0.96236 1.09759 -5.07015  0.00
H 2.34637 0.02963 -4.81868  0.03
H 2.59991 1.73803 -5.17518  0.04

---

(2)
C2H3O2S3 | the ωB97M-V functional and the def2-TZVPD basis

LUMO, hartree: 0.114
Relative energy (zero: lowest compared OMol25 entry of this formula, charge and spin), kcal/mol: 2.5
Net charge: -1
SMILES: O=C([O-])SC(S)S

Each line ends with the Löwdin charge.
CARTESIAN COORDINATES (ANGSTROEM)
C 2.13716 -1.00832 -0.40711  -0.82
C -0.68199 0.18411 0.26014  -1.47
O 1.38998 -1.90785 -0.70766  -0.03
O 3.20090 -0.51039 -0.59366  -0.01
S -1.79658 0.24325 1.80788  0.55
S -1.28905 1.14428 -1.10514  0.62
S 0.99701 0.44900 0.70955  0.60
H -0.85079 -0.96091 0.00926  0.03
H -2.91577 0.65696 1.35049  -0.25
H -0.19088 1.70987 -1.32375  -0.22

---

(3)
C11H18 | the ωB97M-V functional and the def2-TZVPD basis

LUMO (spin up / spin down), hartree: 0.130 / 0.129
Relative energy (zero: lowest compared OMol25 entry of this formula, charge and spin), kcal/mol: 21.7
Net charge: -1
Multiplicity: 2

Each line ends with the Löwdin charge.
CARTESIAN COORDINATES (ANGSTROEM)
C 1.42971 1.36967 -0.65226  -0.22
C 0.29679 1.53692 -1.67886  -0.11
C 0.85140 1.37103 0.75354  -0.34
C 0.98110 2.54994 1.53226  -0.15
C 0.33861 0.21071 1.27460  -0.12
C 0.22684 2.61608 2.76164  -0.20
C -0.31793 0.24921 2.55858  -0.18
C -0.43950 1.50214 3.20208  -0.22
H 1.88976 0.38845 -0.79842  0.08
H 2.19649 2.12488 -0.83134  0.09
H -0.08911 0.63726 -2.13510  0.02
H 1.21667 3.51896 1.09685  0.05
H 0.37632 -0.70440 0.69572  0.04
H 0.30172 3.50316 3.38447  0.06
H -0.94596 -0.55954 2.91616  0.04
H -1.18629 1.64304 3.98767  0.07
H 0.42130 2.18781 -2.53908  0.05
H -0.57459 1.96310 -1.17825  0.07
C -0.93474 -2.52440 -0.88704  -0.31
C 0.59171 -2.58287 -0.86249  -0.13
C -1.64700 -1.99212 -2.14132  -0.12
H -1.29061 -3.55891 -0.85542  0.09
H -1.29284 -1.95418 -0.03582  0.09
H 0.97375 -2.22199 0.09492  0.05
H -1.37556 -2.59035 -3.01713  0.07
H -2.72042 -2.07336 -1.98529  0.06
H 1.15798 -2.02179 -1.60946  0.07
H 0.88919 -3.62449 -0.75866  0.06
H -1.32480 -0.96394 -2.29255  0.04

---

(4)
C2H2OS3 | the ωB97M-V functional and the def2-TZVPD basis

LUMO, hartree: -0.062
Relative energy (zero: lowest compared OMol25 entry of this formula, charge and spin), kcal/mol: 2.6
Net charge: 0
SMILES: O=C(S)C(=S)S

Each line ends with the Löwdin charge.
CARTESIAN COORDINATES (ANGSTROEM)
C 0.71354 -0.73788 0.03813  -0.89
C -0.47898 0.21332 0.01113  -1.12
H 1.94803 1.21801 -0.01047  -0.21
H -2.72283 0.25874 -0.02888  -0.12
O 0.60051 -1.93501 0.06136  -0.02
S 2.34342 -0.02172 -0.04602  0.85
S -1.93936 -0.82990 -0.04358  0.81
S -0.46432 1.83445 0.01833  0.71

---

(5)
C5H8IN | the ωB97M-V functional and the def2-TZVPD basis

LUMO, hartree: 0.016
Relative energy (zero: lowest compared OMol25 entry of this formula, charge and spin), kcal/mol: 17.5
Net charge: 0
SMILES: C=CC/C(I)=N/C

Each line ends with the Löwdin charge.
CARTESIAN COORDINATES (ANGSTROEM)
C 2.27369 1.64283 0.05679  0.01
C 1.01582 -0.55528 0.35985  -0.20
C 1.27233 0.93029 0.61364  -0.19
C -0.40775 -1.06439 -0.21752  -0.72
C -2.55574 -0.23066 -0.51266  -0.15
N -1.21746 -0.13594 -0.22929  -0.08
I -0.63959 -3.14913 -0.74101  0.76
H 2.86738 1.25154 -0.75015  0.05
H 2.49255 2.56354 0.53666  0.04
H 1.84874 -0.88436 -0.22579  0.08
H 1.01638 -1.10508 1.33166  0.11
H 0.70755 1.47174 1.38184  0.09
H -3.03349 0.22758 0.34586  0.09
H -2.83445 0.33991 -1.35680  0.08
H -2.80596 -1.30258 -0.59308  0.03

---

(6)
C4H4LiO3Rh | the ωB97M-V functional and the def2-TZVPD basis

LUMO (spin up / spin down), hartree: -0.496 / -0.692
Net charge: +3
Multiplicity: 6

Each line ends with the Löwdin charge.
CARTESIAN COORDINATES (ANGSTROEM)
O 0.59584 0.96553 -1.85616  0.15
C 0.13345 0.81418 -0.68917  -0.63
O -1.11348 0.90467 -0.48956  0.01
O 0.98181 0.55042 0.28147  0.25
C 0.50088 -0.06803 1.47865  -0.08
Rh -1.25042 1.25250 -2.36594  1.73
H -0.45540 0.38497 1.76937  0.16
H 1.24775 0.14090 2.25041  0.17
C 0.33075 -1.55490 1.26754  -0.14
C 1.19172 -2.45881 1.71651  0.19
H 0.91829 -3.38585 1.13035  0.13
H -0.59768 -1.86167 0.75769  0.15
Li 0.07695 -2.78510 3.75829  0.90